[1]
The following is a quantum chemistry calculation of 8 unconnected molecules or ions with the total composition C42H106N6O14, from OMol25.

Last column: Löwdin charge in e.
Atoms and positions in Å:
O  3.011  2.672  5.343  -0.206
O  -2.294  -9.341  2.042  -0.192
O  -0.671  -0.556  -7.117  -0.178
O  6.292  5.071  -5.108  -0.196
O  -5.675  -0.176  1.737  -0.077
O  7.178  -2.341  3.368  -0.197
O  -1.548  -4.514  2.199  -0.182
O  3.389  4.585  -1.356  -0.195
O  -5.106  -1.179  -4.893  -0.180
O  -0.183  -0.113  -2.189  -0.058
O  -2.572  2.744  3.650  -0.177
O  -7.962  0.961  2.030  -0.280
O  3.657  -3.792  -1.008  -0.193
O  3.746  6.786  1.837  -0.217
N  -6.293  2.666  3.365  -0.064
N  -0.802  -7.140  1.095  -0.038
N  -2.154  -1.110  -4.423  -0.039
N  5.531  -2.495  0.627  0.206
N  3.905  6.427  -3.470  -0.069
N  2.251  3.479  2.881  -0.049
C  0.298  0.730  -0.079  -0.036
C  -1.173  -8.295  0.265  -0.225
C  5.885  -3.097  3.031  -0.133
C  -2.949  -4.665  1.751  -0.073
C  2.821  -4.748  -0.397  -0.071
C  6.060  5.073  -6.478  -0.154
C  2.791  2.147  2.929  -0.208
C  4.136  6.599  -2.089  -0.228
C  2.831  5.949  2.576  -0.191
C  3.280  4.459  2.503  -0.206
C  -2.504  -10.464  2.918  -0.111
C  -1.189  -9.529  1.105  -0.206
C  3.600  -2.366  -0.817  -0.147
C  5.026  -2.432  2.030  -0.109
C  -1.439  -1.176  -0.441  -0.052
C  -3.113  -2.069  -3.687  -0.174
C  -8.008  2.325  1.686  -0.176
C  -6.138  -1.386  -5.805  -0.151
C  4.847  7.174  -4.348  -0.160
C  -3.827  2.594  2.980  -0.213
C  4.954  -1.769  -0.465  -0.092
C  -1.459  2.254  2.945  -0.127
C  -0.422  0.800  -7.519  -0.074
C  3.008  5.926  -1.272  -0.224
C  -9.125  0.436  2.705  -0.033
C  4.943  7.113  2.543  -0.091
C  -4.250  -2.398  -4.650  -0.166
C  -0.767  -5.949  0.215  -0.234
C  -1.048  -1.870  -5.111  -0.185
C  -6.150  -0.768  0.550  -0.483
C  2.318  3.703  -0.958  -0.100
C  3.644  2.372  6.604  -0.083
C  8.039  -2.733  4.411  -0.109
C  -0.533  -4.823  1.192  -0.219
C  -0.064  -1.047  -5.992  -0.260
C  -6.661  2.913  2.069  -0.263
C  -5.597  -2.120  0.263  -0.044
C  -0.836  0.137  -0.963  -0.448
C  -5.692  0.273  -0.496  -0.038
C  3.648  2.047  4.200  -0.226
C  6.251  6.451  -4.534  -0.156
C  -4.942  3.147  3.839  -0.147
H  -3.655  -1.627  -2.852  0.091
H  7.807  -2.098  5.266  0.089
H  4.654  2.443  4.068  0.110
H  3.828  4.456  1.561  0.119
H  -4.614  0.242  -0.653  0.068
H  1.782  -4.600  -0.693  0.080
H  2.725  2.783  -0.538  0.069
H  -4.532  -2.075  0.034  0.059
H  9.033  -2.402  4.112  0.092
H  -0.975  -2.071  -0.856  0.059
H  -0.422  -8.398  -0.518  0.118
H  -2.089  -8.133  -0.302  0.120
H  4.042  -2.871  2.197  0.150
H  -10.083  0.925  2.528  0.090
H  5.915  4.040  -6.794  0.088
H  -4.933  4.225  4.005  0.118
H  5.172  5.646  -6.742  0.075
H  -3.348  -10.108  3.509  0.081
H  -6.050  -2.430  -0.678  0.085
H  -6.193  0.187  -1.460  0.077
H  -8.315  2.410  0.644  0.129
H  0.467  1.005  -8.116  0.084
H  1.916  6.013  1.988  0.114
H  4.771  7.082  3.619  0.085
H  5.708  -1.854  -1.247  0.150
H  6.984  7.085  -5.033  0.109
H  -8.976  0.791  3.725  0.092
H  -0.066  1.201  0.834  0.045
H  5.274  8.118  2.282  0.088
H  -3.189  -4.734  0.690  0.074
H  -0.406  -2.358  -4.377  0.106
H  8.081  -3.798  4.638  0.093
H  -0.578  2.770  3.326  0.079
H  -6.721  -0.466  -5.750  0.088
H  -1.420  1.175  3.093  0.084
H  -1.376  1.146  -7.918  0.091
H  -1.571  -1.281  0.635  0.086
H  0.368  -5.053  1.760  0.118
H  1.567  3.653  -1.746  0.098
H  6.038  -3.356  0.483  0.172
H  0.655  -1.732  -6.441  0.118
H  -1.354  -10.357  0.416  0.118
H  -1.454  -2.655  -5.748  0.106
H  3.769  0.987  4.425  0.104
H  -3.723  -2.753  -5.536  0.112
H  2.515  6.256  3.573  0.123
H  4.890  -0.736  -0.123  0.151
H  -4.181  1.592  2.738  0.114
H  6.841  5.533  -7.084  0.084
H  4.256  7.659  -1.866  0.126
H  -5.814  -2.766  1.114  0.083
H  -6.278  1.673  3.550  0.102
H  3.098  -5.751  -0.719  0.102
H  3.309  1.374  6.885  0.085
H  0.633  1.622  -0.607  0.056
H  0.061  -6.010  -0.491  0.101
H  -2.385  -1.367  -0.947  0.037
H  4.099  5.444  -3.599  0.101
H  -0.276  -9.734  1.663  0.123
H  4.443  7.204  -5.360  0.091
H  1.115  0.055  0.178  0.067
H  -1.681  0.822  -0.907  0.134
H  6.298  -4.001  2.583  0.125
H  -3.331  -5.620  2.113  0.082
H  -1.436  2.262  1.855  0.061
H  -1.662  -5.862  -0.402  0.106
H  -2.524  -2.887  -3.271  0.115
H  3.073  -4.725  0.663  0.082
H  3.023  -1.783  -1.535  0.144
H  0.593  -0.446  -5.364  0.119
H  4.099  4.361  3.214  0.099
H  -2.816  -11.458  2.599  0.086
H  -3.633  3.176  2.079  0.125
H  3.558  2.043  2.162  0.110
H  5.282  -3.449  3.868  0.138
H  -3.567  -3.845  2.116  0.077
H  -1.743  -10.553  3.693  0.081
H  5.012  8.208  -4.047  0.114
H  4.978  5.949  -1.850  0.116
H  2.089  1.313  2.898  0.107
H  1.893  3.795  3.771  0.102
H  -4.789  -3.191  -4.130  0.120
H  -5.925  2.433  1.425  0.085
H  5.695  6.360  2.307  0.083
H  -0.210  1.413  -6.643  0.080
H  -7.232  -0.663  0.634  0.128
H  -4.857  2.748  4.850  0.120
H  -1.377  -6.910  1.893  0.098
H  4.905  -1.381  2.293  0.148
H  -0.773  -0.347  -2.909  0.040
H  2.961  -2.230  0.056  0.115
H  -8.866  2.769  2.192  0.119
H  -6.920  -2.144  -5.760  0.085
H  -6.553  3.976  1.856  0.139
H  -5.709  -1.474  -6.803  0.085
H  3.346  3.069  7.387  0.087
H  -0.475  -3.979  0.505  0.089
H  6.734  6.328  -3.565  0.104
H  2.046  6.071  -1.763  0.121
H  -6.453  0.351  1.936  0.006
H  2.900  6.378  -0.286  0.098
H  -5.884  1.315  -0.237  0.058
H  1.891  3.928  0.020  0.069
H  4.730  2.456  6.551  0.084
H  -9.026  -0.641  2.573  0.101
H  -2.698  -0.710  -5.174  0.089

Atomic forces in eV per Å
O 0.516 0.124 -0.387
O 0.965 -1.880 -0.774
O -0.836 1.980 -1.163
O -0.381 2.214 1.282
O 0.852 -1.134 1.161
O -3.276 -0.279 -1.990
O -0.892 -0.802 -1.802
O -1.128 -1.773 1.322
O 1.893 -2.826 1.620
O 0.271 0.589 -0.180
O -0.480 -0.161 0.063
O -1.254 -0.357 -0.400
O 2.041 1.253 -1.977
O -0.457 0.011 1.427
N 1.199 -0.036 4.157
N 0.509 0.217 -2.365
N 0.744 -1.168 0.790
N -1.496 -0.742 2.470
N 0.195 0.629 -2.195
N -0.449 1.050 -2.314
C -1.084 0.832 -0.144
C 0.783 0.663 1.065
C 3.876 -0.830 0.900
C 0.473 -0.348 0.462
C 0.010 0.458 0.369
C -0.589 0.055 -0.805
C 1.335 0.705 1.732
C -0.527 -0.075 1.518
C -0.602 -0.966 -1.681
C 0.832 1.549 1.421
C -0.933 1.593 1.473
C -1.541 -0.213 0.322
C -2.282 -1.760 1.791
C 0.696 1.800 -0.371
C -0.445 -0.746 -0.680
C 0.100 2.124 -1.335
C -0.844 0.505 0.378
C -0.473 1.260 -1.460
C 0.841 -2.178 -0.823
C 0.623 1.109 -0.053
C 1.375 -0.151 -0.116
C 0.055 -0.939 0.375
C -0.431 0.058 1.462
C 0.394 1.479 -1.251
C 1.451 0.916 1.017
C -0.375 -0.518 0.100
C 0.065 0.460 0.569
C -0.155 -1.305 2.363
C -0.072 0.489 -0.094
C 0.792 2.749 -1.034
C 0.965 0.379 0.937
C -0.395 -0.116 -0.766
C 0.182 0.582 0.421
C -1.107 1.286 -0.694
C 0.554 -1.925 0.733
C 0.373 0.572 -3.080
C -0.290 0.037 -0.194
C 1.121 -1.275 1.690
C -0.364 -0.028 -1.180
C -0.240 -0.837 1.491
C 0.265 -0.657 0.822
C -1.339 -0.199 0.064
H 0.606 0.712 0.269
H -0.150 -0.526 0.473
H 0.035 0.304 -0.026
H -0.841 -1.069 -0.693
H 0.125 -0.320 -0.002
H -0.102 0.131 0.598
H 0.469 -0.718 -1.453
H 0.166 0.076 0.447
H 0.046 -0.232 -0.229
H 1.168 0.066 0.390
H 0.386 -0.015 0.076
H -0.568 -0.217 0.273
H -0.353 -0.229 -0.924
H -0.027 -0.387 -1.312
H 0.055 0.042 -0.033
H -0.027 0.129 -0.532
H -0.391 -0.116 0.023
H -0.266 -0.127 0.042
H -0.255 -0.547 0.174
H 0.103 -0.428 -0.306
H 0.700 0.170 -0.403
H -0.202 -0.717 -0.718
H -0.162 0.002 -0.096
H -0.021 0.088 0.144
H -0.323 0.122 -0.402
H -0.263 0.107 -0.715
H 0.049 -0.841 0.616
H -0.257 -0.571 0.274
H -0.036 -0.153 -0.221
H 0.925 0.384 -0.391
H -0.152 -0.039 0.324
H -0.292 -0.006 -0.001
H 0.018 -0.220 -0.048
H 0.095 0.195 -0.280
H 0.475 -0.334 0.525
H 0.436 0.143 -0.515
H 0.008 0.192 -0.027
H 0.028 0.355 -0.132
H 0.010 -0.454 0.155
H 0.459 -0.171 -0.613
H 0.285 -0.892 0.658
H -0.315 -0.468 0.236
H -0.120 -0.209 -0.135
H 0.182 -0.381 0.168
H -0.819 -0.055 -0.634
H 0.743 0.451 0.266
H -0.397 0.115 -0.274
H 0.836 -0.546 -0.142
H 0.567 -0.059 0.177
H 0.191 -0.101 0.295
H 0.094 -0.377 -0.312
H -0.255 -0.132 0.037
H 0.300 0.253 -0.414
H 0.376 -0.160 0.251
H 0.550 -0.309 -0.307
H 0.257 -0.025 0.112
H -0.650 0.632 0.359
H -0.292 -0.249 -0.732
H 0.200 0.334 -0.045
H -0.427 0.185 0.056
H -0.035 -0.119 -0.302
H 0.171 0.597 -0.914
H -0.238 -0.493 -0.058
H -0.036 0.049 0.470
H -0.685 1.097 -0.292
H -0.324 0.268 0.030
H -0.286 -0.369 -0.458
H -0.926 -0.031 0.417
H 0.628 -0.221 -0.854
H -0.535 1.145 -0.102
H 0.417 0.098 0.347
H 0.413 0.165 -1.131
H -0.820 -0.118 -0.558
H -0.410 -0.159 -0.596
H 0.228 0.557 0.412
H 0.379 -0.004 0.361
H 0.661 -0.110 -0.379
H -0.031 -0.142 0.319
H 0.767 0.767 0.842
H -0.403 0.370 -0.147
H -0.089 -0.440 0.200
H -0.703 -0.076 -0.593
H 0.068 0.006 -0.821
H 0.344 0.174 -0.023
H -0.290 0.035 0.419
H -0.229 -0.962 -0.489
H 0.207 -0.218 -0.021
H -0.448 -0.622 -0.086
H -0.072 0.252 -0.180
H -0.850 -0.012 -0.293
H -0.033 0.261 0.526
H 0.232 0.382 0.590
H 0.525 -0.830 1.099
H -0.492 0.186 -0.100
H -0.067 0.042 -0.305
H -0.425 0.138 -0.382
H 0.595 0.847 0.495
H -0.301 -0.262 0.251
H -0.154 0.066 -0.327
H -0.107 0.396 0.866
H 0.414 -0.554 0.399
H -0.265 -0.193 0.553
H -0.658 1.388 -0.076
H 0.136 -0.265 -0.219
H -0.686 0.165 0.251
H -0.174 0.452 0.042

Computed properties:
Total charge ... +1
Energy relative to the best compared isomer or geometry (same formula, charge and spin) ... 109.90 kcal/mol
HOMO level (alpha / beta) ... -9.67 / -9.67 eV
Expectation value of S² ... 0.75
Orbital gap (alpha / beta) ... 0.266 / 0.089 Eh
2S+1 ... 2

***

[2]
The following is a quantum chemistry calculation of a gas-phase ion, C4H9N2 (charge +1), from OMol25.

Last column: Löwdin charge in e.
Atoms and positions in Å:
N  2.419  -0.538  0.274  0.223
N  -2.578  0.287  -0.277  0.050
C  1.914  0.617  -0.648  0.025
C  -1.673  -0.176  0.479  -0.295
C  1.010  -0.075  0.358  -0.186
C  -0.436  -0.728  -0.050  -0.108
H  1.866  0.217  -1.685  0.140
H  -1.707  0.049  1.493  0.100
H  -2.764  0.259  -1.316  0.151
H  3.059  -0.158  1.070  0.192
H  -3.439  0.817  0.053  0.153
H  2.363  1.582  -0.582  0.111
H  -0.415  -0.959  -1.090  0.103
H  0.826  0.526  1.303  0.170
H  -0.443  -1.720  0.619  0.170

Atomic forces in eV per Å
N -1.006 4.211 0.811
N -7.725 4.273 -5.138
C 1.065 -3.360 -1.097
C 4.027 -1.011 1.317
C -0.957 1.069 1.244
C 1.412 -2.889 2.570
H -0.439 0.403 0.798
H -0.258 0.139 1.625
H 1.438 -0.716 1.690
H -1.091 -1.452 -1.484
H 1.958 -1.083 0.257
H 0.248 0.503 0.505
H -0.141 -0.239 -0.711
H 0.393 -1.208 -0.735
H 1.076 1.360 -1.651

Computed properties:
Total charge ... +1
Energy relative to the best compared isomer or geometry (same formula, charge and spin) ... 64.90 kcal/mol
HOMO level (alpha / beta) ... -9.53 / -15.02 eV
Expectation value of S² ... 2.01
Orbital gap (alpha / beta) ... 0.233 / 0.236 Eh
2S+1 ... 3

***

Question: The highest 2S+1 belongs to which entry?
Answer: C4H9N2

***

Question: Among the records above, which one has the highest 2S+1?
Answer: C4H9N2